Entry 1:
Molecular formula: C41H24ClIrN8O3
Method: DFT, ωB97M-V/def2-TZVPD

The HOMO energy (spin up / spin down) comes out at -6.75 / -6.75 eV. The energy above the lowest of the compared OMol25 structures with the same formula, charge and spin is 75.40 kJ/mol. For the total energy, the calculation gives -2805.26584 Eh. As for the net charge: 0. Its spin multiplicity is 1. For the LUMO energy (spin up / spin down), the calculation gives -1.712 / -1.712 eV.

Geometry (Å):
Ir: 0.43663 -1.15177 0.05656
C: -3.48745 -2.29606 5.18002
C: -4.51347 -2.06995 4.25869
C: -4.24139 -1.83683 2.91925
C: -2.91191 -1.83884 2.53062
C: -2.27004 -1.60924 1.23577
N: -0.91942 -1.73813 1.39913
C: -0.62994 -1.96620 2.71006
N: 0.55224 -2.09066 3.27243
C: 1.70237 -1.92135 2.63907
C: 3.00624 -2.07148 3.28154
C: 3.36477 -2.44492 4.56683
C: 4.71778 -2.48608 4.86315
C: 5.68006 -2.16074 3.90161
C: 5.31832 -1.78509 2.61771
C: 3.96476 -1.74665 2.32274
C: 3.23732 -1.40130 1.10312
N: 3.79384 -1.00243 -0.01074
C: 3.14182 -0.68720 -1.12313
N: 1.79471 -0.72138 -1.32923
C: 1.50846 -0.35735 -2.61859
N: 0.31772 -0.31703 -3.19072
C: -0.82012 -0.58836 -2.60078
N: -1.01922 -0.90279 -1.27684
C: -2.33990 -1.08026 -1.03512
N: -2.92096 -1.35119 0.12700
C: -3.06844 -0.88703 -2.27993
C: -4.42398 -0.93549 -2.57860
C: -4.79844 -0.67165 -3.88431
C: -3.84548 -0.37337 -4.86763
C: -2.49452 -0.32813 -4.57098
C: -2.11879 -0.58724 -3.25983
C: 2.75828 -0.05607 -3.28809
C: 3.04290 0.36393 -4.58419
C: 4.36765 0.57573 -4.91083
C: 5.39263 0.37180 -3.97165
C: 5.11344 -0.04880 -2.68681
C: 3.77855 -0.25974 -2.35325
N: 1.89591 -1.55165 1.35510
C: -1.89110 -2.06398 3.44846
C: -2.15740 -2.29572 4.78751
H: -3.73936 -2.46977 6.21808
H: -5.53956 -2.07217 4.60285
H: -5.03133 -1.65320 2.20358
H: 2.61178 -2.68996 5.30355
H: 5.03982 -2.77201 5.85599
H: 6.72774 -2.20201 4.17005
H: 6.05768 -1.52764 1.87141
H: -5.15251 -1.16288 -1.81199
H: -5.84589 -0.69428 -4.15541
H: -4.17761 -0.17307 -5.87815
H: -1.75300 -0.09233 -5.32249
H: 2.24820 0.51995 -5.30152
H: 4.62761 0.90725 -5.90774
H: 6.41853 0.55087 -4.26623
H: 5.89564 -0.20762 -1.95653
H: -1.35269 -2.46216 5.49076
C: -2.47368 2.87980 -2.39653
C: -2.28085 3.40618 -1.00575
C: -3.27270 4.13719 -0.37328
C: -3.07779 4.63834 0.90543
Cl: -4.35175 5.54563 1.67109
C: -1.88693 4.43375 1.56663
C: -0.87851 3.70245 0.94730
C: -1.08149 3.17766 -0.32008
O: -0.15314 2.43149 -0.99705
C: 1.12773 2.31674 -0.42045
C: 1.18100 1.49952 0.87140
O: 1.98673 1.78026 1.71972
O: 0.25684 0.54530 1.04777
H: -3.36859 3.30861 -2.84611
H: -2.58195 1.79549 -2.39803
H: -1.61495 3.11245 -3.02759
H: -4.20755 4.32758 -0.88474
H: -1.73620 4.83678 2.55822
H: 0.04893 3.55862 1.48275
H: 1.55947 3.29547 -0.19870
H: 1.75589 1.84242 -1.17333

Mulliken analysis output, partial charges in e:
1. Ir 1.494
2. C -0.639
3. C -0.625
4. C -0.196
5. C -0.011
6. C 0.080
7. N -0.477
8. C 0.049
9. N -0.605
10. C 0.195
11. C 0.241
12. C -0.081
13. C -0.689
14. C -0.642
15. C -0.208
16. C -0.022
17. C 0.060
18. N -0.509
19. C 0.093
20. N -0.270
21. C -0.293
22. N -0.530
23. C -0.216
24. N -0.493
25. C 0.206
26. N -0.537
27. C 0.512
28. C -0.261
29. C -0.673
30. C -0.768
31. C -0.157
32. C 0.293
33. C 0.547
34. C -0.327
35. C -0.656
36. C -0.666
37. C -0.273
38. C 0.226
39. N -0.232
40. C 0.280
41. C -0.193
42. H 0.397
43. H 0.392
44. H 0.568
45. H 0.567
46. H 0.390
47. H 0.397
48. H 0.570
49. H 0.563
50. H 0.417
51. H 0.420
52. H 0.576
53. H 0.570
54. H 0.397
55. H 0.401
56. H 0.573
57. H 0.571
58. C -1.010
59. C 0.892
60. C -0.907
61. C 0.183
62. Cl -0.244
63. C -1.017
64. C -0.468
65. C 0.919
66. O -0.370
67. C -0.868
68. C 0.692
69. O -0.640
70. O -0.680
71. H 0.451
72. H -0.023
73. H 0.310
74. H 0.388
75. H 0.432
76. H 0.374
77. H 0.541
78. H 0.249


Entry 2:
Molecular formula: C41H25AsF5N3S2V
Method: DFT, ωB97M-V/def2-TZVPD

The HOMO energy (spin up / spin down) comes out at -7.78 / -7.77 eV. The energy above the lowest of the compared OMol25 structures with the same formula, charge and spin is 0.00 kJ/mol. For the total energy, the calculation gives -6217.13293 Eh. As for the net charge: 0. Its spin multiplicity is 2. For the LUMO energy (spin up / spin down), the calculation gives -1.008 / -0.971 eV.

Geometry (Å):
V: -0.16255 -0.89432 -0.45142
N: -0.78775 -9.94943 4.29264
C: -0.78102 -8.92998 3.76237
C: -0.77256 -7.65639 3.09991
C: -1.83531 -6.77416 3.28589
C: -1.82278 -5.54397 2.65308
C: -0.76075 -5.18959 1.82720
C: 0.29414 -6.07765 1.63977
C: 0.29482 -7.30658 2.27615
C: -0.74650 -3.86680 1.14177
C: -0.54330 -2.73864 1.95194
C: -0.38310 -2.73172 3.35478
C: -0.27786 -1.40863 3.74627
C: -0.35511 -0.65214 2.57248
N: -0.51313 -1.42718 1.49234
C: -0.95590 -3.87023 -0.22447
C: -1.30645 -4.98717 -1.03916
C: -1.51728 -4.50669 -2.30571
C: -1.28686 -3.11187 -2.23964
N: -0.95633 -2.72988 -1.01647
H: -2.66118 -7.05749 3.92389
H: -2.64235 -4.85106 2.79358
H: 1.11762 -5.79466 0.99693
H: 1.11643 -7.99623 2.13971
H: -0.35627 -3.60205 3.99010
H: -0.16014 -1.02660 4.74695
H: -0.30128 0.42189 2.47323
H: -1.40596 -6.00503 -0.69773
H: -1.80961 -5.06017 -3.18269
H: -1.34508 -2.39370 -3.04383
S: 1.85515 -1.03479 -0.74911
F: 0.01078 3.36276 1.26096
C: -1.18835 2.76468 1.40722
C: -1.54008 1.70442 0.56912
C: -2.76040 1.09658 0.91933
F: -3.17954 -0.02061 0.32441
C: -3.56751 1.55677 1.94299
F: -4.71168 0.92877 2.21527
C: -3.18890 2.64410 2.70835
F: -3.96153 3.08207 3.70074
C: -1.97617 3.24055 2.43915
F: -1.55246 4.26874 3.17805
S: -1.38978 0.34287 -1.92918
C: -0.66412 1.16930 -0.51080
C: -1.44553 6.46961 -1.80835
C: -2.13514 5.27557 -1.95639
C: -1.47935 4.06591 -1.77214
C: -0.12653 4.05658 -1.44264
C: 0.56172 5.25332 -1.28864
C: -0.09878 6.45804 -1.47361
As: 0.71517 2.32984 -1.20075
C: 2.33127 2.51518 -0.18437
C: 2.48073 1.86386 1.03327
C: 3.66150 2.00138 1.74306
C: 4.69139 2.78449 1.23817
C: 4.54878 3.42131 0.01483
C: 3.36895 3.28197 -0.70326
C: 1.29112 1.86847 -2.96989
C: 2.50151 1.21296 -3.15841
C: 2.93355 0.93291 -4.44670
C: 2.16292 1.30838 -5.53668
C: 0.95777 1.97031 -5.34415
C: 0.52039 2.25570 -4.06084
H: -1.95888 7.41227 -1.94659
H: -3.18676 5.28232 -2.21175
H: -2.02150 3.13378 -1.88474
H: 1.60566 5.25384 -1.00401
H: 0.43670 7.39020 -1.34892
H: 1.69239 1.22670 1.41021
H: 3.78156 1.48701 2.68736
H: 5.61281 2.88821 1.79638
H: 5.35561 4.01866 -0.38877
H: 3.27490 3.75361 -1.67439
H: 3.09540 0.90564 -2.30896
H: 3.87160 0.41408 -4.59410
H: 2.50202 1.08569 -6.54023
H: 0.35479 2.26421 -6.19328
H: -0.41974 2.76990 -3.91704

Mulliken analysis output, partial charges in e:
1. V -0.400
2. N -0.526
3. C -0.065
4. C 0.564
5. C -0.875
6. C 0.021
7. C -0.193
8. C -0.023
9. C -0.845
10. C 0.826
11. C -0.494
12. C -0.533
13. C -1.967
14. C -0.131
15. N 0.848
16. C 0.056
17. C -0.716
18. C -1.252
19. C -0.237
20. N 0.472
21. H 0.451
22. H 0.520
23. H 0.536
24. H 0.449
25. H 0.578
26. H 0.467
27. H 0.523
28. H 0.509
29. H 0.433
30. H 0.408
31. S -0.623
32. F -0.383
33. C 0.260
34. C 0.099
35. C 0.085
36. F -0.352
37. C 0.267
38. F -0.318
39. C 0.685
40. F -0.311
41. C 0.121
42. F -0.316
43. S -0.514
44. C 1.433
45. C -0.643
46. C -0.935
47. C -0.325
48. C 0.758
49. C -0.768
50. C -0.703
51. As 2.121
52. C 0.488
53. C -0.464
54. C -0.772
55. C -0.580
56. C -0.867
57. C -0.613
58. C 0.599
59. C -0.300
60. C -0.997
61. C -0.515
62. C -0.850
63. C -0.266
64. H 0.401
65. H 0.435
66. H 0.421
67. H 0.346
68. H 0.431
69. H 0.239
70. H 0.459
71. H 0.402
72. H 0.424
73. H 0.517
74. H 0.453
75. H 0.415
76. H 0.401
77. H 0.426
78. H 0.329